Entry 1:
Here is a molecular structure, C50H62N3O2P2RbSe2Si2 in a non-equilibrium geometry from OMol25. Energies are from ωB97M-V/def2-TZVPD.

```
124
Properties=species:S:1:pos:R:3
Rb -0.8310 0.7283 0.0962
Se 1.4983 4.5176 0.0660
Se -2.1676 3.5730 1.0264
P 0.3723 -2.2192 -0.9221
P 1.7877 -1.1939 1.5424
Si -1.7012 -1.8495 -3.1239
Si 2.2663 0.7092 3.7480
O -1.4100 0.6528 2.5375
O 1.6506 0.8649 -2.2862
N 1.4810 0.1723 2.3320
N -2.2081 3.1401 -1.9775
N -0.6900 -1.4299 -1.8269
C 1.2737 -2.6151 2.5682
C -3.2913 3.8272 2.6221
C 3.1962 -2.8992 -3.7473
C -1.1341 5.2748 -4.7893
C 0.9876 -4.2917 -2.8196
C -2.4961 -3.6056 -3.2689
C -1.7467 -3.3345 0.4107
C -4.1214 4.2900 -2.8406
C 1.6872 -4.7527 -3.9193
C 0.7252 4.2374 1.8458
C -5.4626 1.9513 -1.5178
C -1.9818 4.6813 -3.8376
C 1.3763 -4.9315 3.2134
C 0.4371 -4.7048 4.2080
C -0.1172 -3.4418 4.3489
C 1.4821 6.4846 0.0148
C -3.5026 3.3625 -1.9667
C -3.3653 4.9448 -3.7683
C 0.3004 -2.4055 3.5374
C -2.4559 -4.2908 1.1071
C -5.6887 0.7920 0.5579
C 2.7876 -4.0549 -4.3943
C -0.8589 -1.5437 -4.8265
C 3.0686 -0.5755 4.9422
C 0.7347 4.0655 -3.8828
C 0.9822 1.6819 4.7906
C -1.4422 3.7661 -2.8894
C -3.8280 2.3275 0.2565
C 4.2268 -0.4582 0.7238
C -4.5561 1.4293 1.0352
C -4.2959 2.5470 -1.0452
C -6.1601 1.0702 -0.7162
C -0.6653 4.7861 2.0584
C 6.3838 -1.3791 1.2056
C -0.0632 3.4789 -2.9371
C 3.6870 1.9338 3.3400
C 0.1999 4.9663 -4.8163
C 1.7775 -3.8995 2.3853
C -1.8823 -5.5272 1.3644
C 1.2728 -1.0751 -0.0632
C 5.5956 -0.4394 0.5539
C 0.0974 -4.8455 0.1904
C -0.4694 -3.6023 -0.0698
C 3.6166 -1.3982 1.5516
C 1.3836 -3.1271 -2.1716
C -0.6049 -5.7986 0.9052
C 4.4186 -2.3117 2.2279
C 2.4955 -2.4434 -2.6479
C -3.1711 -0.6357 -2.9980
C 5.7910 -2.3070 2.0433
H 0.3431 2.7724 -2.2271
H 2.4903 -4.0690 1.5898
H -0.1504 -6.7620 1.1044
H 0.1831 2.0775 4.1748
H 1.4575 2.5173 5.2973
H 2.1127 6.8790 0.8125
H 0.9976 0.3192 -2.7411
H 0.7383 3.1456 1.9569
H -6.2176 0.0800 1.1825
H -1.5645 5.9733 -5.4978
H -0.4682 0.4186 2.4071
H -0.7299 5.8365 1.7478
H 1.7672 0.3833 -1.4418
H 0.1212 -4.8326 -2.4628
H -1.5281 -1.7664 -5.6542
H -3.3916 -3.5824 -3.8892
H 3.3132 -0.1557 5.9159
H -0.8657 -3.2585 5.1109
H -2.4305 -6.2738 1.9237
H -4.2334 1.2223 2.0503
H 2.4060 -1.4218 5.1016
H -2.8209 0.3916 -3.0087
H -0.1032 -1.4091 3.6503
H 1.8003 -5.9203 3.0861
H 3.3134 -4.4032 -5.2754
H 0.1217 -5.5102 4.8612
H 0.8424 5.4128 -5.5651
H 3.9824 -3.0276 2.9105
H -3.8667 -0.7598 -3.8222
H -1.8132 -4.3307 -3.7064
H 6.4044 -3.0346 2.5637
H 1.8742 6.7848 -0.9552
H -3.1795 4.8506 2.9743
H 4.0570 -2.3532 -4.1081
H 3.3938 2.6215 2.5528
H -5.1823 4.4772 -2.7468
H -5.7998 2.1498 -2.5301
H 4.5703 1.4050 2.9945
H 3.5881 0.2611 0.2209
H -1.4507 1.5514 2.1704
H -2.9906 3.1376 3.4088
H -0.8633 4.7435 3.1361
H 3.9656 2.5238 4.2092
H 1.4563 4.6589 2.5506
H 2.8008 -1.5447 -2.1292
H 1.7880 3.8240 -3.9172
H -3.7208 -0.7845 -2.0729
H -7.0559 0.5881 -1.0891
H -3.4635 -4.0812 1.4401
H 7.4576 -1.3847 1.0627
H -2.1794 -2.3665 0.1882
H -3.8086 5.6580 -4.4549
H -0.5618 -0.5028 -4.9135
H -4.3201 3.6397 2.3260
H 0.4565 6.8309 0.1243
H 3.9880 -0.9582 4.5062
H 0.0345 -2.1512 -4.9420
H 6.0571 0.3009 -0.0873
H 0.5271 1.0411 5.5418
H 1.3690 -5.6615 -4.4214
H -2.7816 -3.9740 -2.2860
H 1.0855 -5.0662 -0.1915
```

The total energy comes out at -8345.980845 hartree. Its total charge is -2. The value obtained for the relative energy (zero: lowest compared OMol25 entry of this formula, charge and spin) is 97.6 kJ/mol. For the HOMO-LUMO gap, the calculation gives 5.07 eV. The LUMO energy comes out at 3.72 eV.

Entry 2:
Here is a molecular structure, C3H4BeLiO2 in a non-equilibrium geometry from OMol25. Energies are from ωB97M-V/def2-TZVPD.

```
11
Properties=species:S:1:pos:R:3
O -1.2176 0.2487 0.2116
O -0.0329 2.0659 0.8071
C -1.1360 1.5776 0.4062
C -0.2418 -0.6932 0.6499
C 0.7850 -0.9719 -0.2873
Be 0.8169 0.5706 1.5493
Li -0.9144 1.6328 -1.8677
H 0.3415 0.1527 -1.6204
H -0.6980 -1.4950 1.2397
H 1.6586 -1.5105 0.0998
H 0.6387 -1.5777 -1.1882
```

The total energy comes out at -289.006568 hartree. Its total charge is +1. For the HOMO-LUMO gap, the calculation gives 7.09 eV. The LUMO energy comes out at -5.80 eV.

Entry 3:
Here is a single C6H8 molecule from OMol25. Energies are from ωB97M-V/def2-TZVPD.

```
14
Properties=species:S:1:pos:R:3
C -0.2623 0.4625 -0.8763
C 0.3550 -1.2185 0.6608
C -0.6308 -0.9270 -0.4304
C -1.4327 0.3006 0.0414
C 1.0488 0.8483 -0.2450
C 1.1250 -0.1498 0.8939
H 1.6787 0.0366 1.8062
H 0.3334 -2.1199 1.2666
H -0.9777 -1.6998 -1.1150
H -1.3165 0.4537 1.1091
H -0.5187 0.7576 -1.8892
H 1.8937 0.6577 -0.9230
H 1.0746 1.9067 0.0311
H -2.3706 0.6912 -0.3302
```

The total energy comes out at -233.356989 hartree. Its total charge is 0. The value obtained for the relative energy (zero: lowest compared OMol25 entry of this formula, charge and spin) is 78.8 kJ/mol. For the HOMO-LUMO gap, the calculation gives 10.07 eV. The LUMO energy comes out at 1.25 eV. As for the SMILES: C1=C[C@H]2C[C@H]2C1.

Entry 4:
Here is a molecular structure, C5H11NO2 in a non-equilibrium geometry from OMol25. Energies are from ωB97M-V/def2-TZVPD.

```
19
Properties=species:S:1:pos:R:3
O -1.4656 -0.0649 -0.0048
O 0.5503 -1.4707 0.3244
N -0.3327 -0.1276 2.0457
C -0.1673 -0.4186 0.6587
C 0.7842 0.3116 -0.2158
C -2.2528 -1.1855 -0.3693
C 0.7720 0.2001 -1.6969
C 1.6498 1.3719 0.3683
H 2.0218 1.0650 1.3465
H -1.6397 -2.0824 -0.5029
H 0.5340 1.1721 -2.1356
H 0.0746 -0.5623 -2.0262
H -0.4196 0.8565 2.2572
H -2.9879 -1.3675 0.4205
H 1.0280 2.2590 0.5292
H 0.3590 -0.5802 2.6257
H 2.4793 1.6482 -0.2809
H 1.7747 -0.0761 -2.0366
H -2.7620 -0.9486 -1.3072
```

The total energy comes out at -402.253394 hartree. Its total charge is 0. The value obtained for the relative energy (zero: lowest compared OMol25 entry of this formula, charge and spin) is 327.5 kJ/mol. For the HOMO-LUMO gap, the calculation gives 9.54 eV. The LUMO energy comes out at 0.51 eV.